[1]
The following is a DFT calculation (the ωB97M-V functional and the def2-TZVPD basis) of a 2-piece molecular cluster, C7H11BrO4S overall at a distorted geometry.

Values from the calculation:
frontier orbital gap = 9.098 eV

Element x y z (Å)
C1 1.2480 0.1667 0.2077
C2 -2.8051 -0.4149 0.4956
C3 0.6188 0.0039 -1.2173
C4 2.4018 1.1005 2.6643
C5 0.3903 -1.3956 -1.8375
C6 1.1039 1.7067 1.9934
C7 -0.4851 -1.4413 -3.0697
O1 1.6145 -0.8632 0.6878
O2 0.5922 0.9784 -1.9051
O3 -4.6860 1.3570 0.2716
O4 0.9499 1.3672 0.6173
S1 -4.0678 0.4231 1.2142
Br1 -1.2957 -3.2253 -3.5919
H1 -2.3223 -1.0684 1.1110
H2 -2.6392 -0.3908 -0.5682
H3 3.1090 1.5494 1.9840
H4 2.6169 1.5156 3.7439
H5 2.3827 0.0286 2.5978
H6 1.4695 -1.7774 -2.1284
H7 -0.1092 -1.9464 -1.0347
H8 1.2917 2.7705 2.0375
H9 0.1036 1.2486 2.4923
H10 -0.0665 -0.9544 -3.9375
H11 -1.4160 -0.7386 -2.8279

Atomic partial charges in e from the natural (NBO) method, atoms 1 to 6:
1. C 0.71
2. C -0.72
3. C 0.49
4. C -0.65
5. C -0.54
6. C -0.07



[2]
The following is a DFT calculation (the ωB97M-V functional and the def2-TZVPD basis) of C7H11ClGaN2O3 as an isolated structure.

Values from the calculation:
net charge = -1
frontier orbital gap = 7.774 eV

Element x y z (Å)
N1 -1.5499 -1.2777 -0.1195
C1 -1.1947 -2.4920 -0.1981
C2 -0.1438 -3.1088 -1.0593
Ga1 -0.0475 -2.4050 -2.9388
Cl1 -1.7809 -3.1420 -4.1646
N2 1.6281 -3.1047 -3.7572
C3 2.6250 -2.8737 -3.1376
O1 3.6141 -2.6455 -2.5220
H1 -1.0086 -0.7001 -0.7649
H2 -1.7139 -3.1769 0.4799
H3 0.8277 -2.9349 -0.5877
H4 -0.2864 -4.1897 -1.0577
H5 -0.0073 -0.8249 -3.0461
O2 0.3229 1.2712 -0.1890
C4 0.0450 1.9114 0.7752
O3 -1.0433 1.6605 1.5453
C5 -1.1780 2.6481 2.5684
C6 0.2177 3.2419 2.7499
C7 0.7842 3.1203 1.3376
H6 -1.9010 3.3975 2.2345
H7 -1.5650 2.1609 3.4605
H8 0.2009 4.2557 3.1458
H9 0.7963 2.6198 3.4341
H10 0.5383 3.9828 0.7160
H11 1.8562 2.9500 1.3012

Atomic partial charges in e from the natural (NBO) method, atoms 1 to 6:
1. N -0.66
2. C 0.15
3. C -0.99
4. Ga 1.24
5. Cl -0.61
6. N -0.87



[3]
The following is a DFT calculation (the ωB97M-V functional and the def2-TZVPD basis) of one molecule with the formula C7H11ClN2O3 at a distorted geometry.

Values from the calculation:
frontier orbital gap = 10.374 eV
structure (SMILES) = CN1C(=O)N(C)[C@H](O)[C@@](C)(Cl)C1=O

Element x y z (Å)
C1 -0.6552 2.9280 -0.0729
N1 -0.3067 1.4811 -0.0333
C2 -1.4074 0.5445 -0.3267
O1 -2.4815 0.9484 -0.6453
N2 -1.1189 -0.7673 -0.1588
C3 -2.1453 -1.6752 -0.8182
C4 0.0830 -1.2419 0.4907
O2 0.0068 -1.1869 1.9260
C5 1.2909 -0.4808 -0.1367
C6 2.6271 -1.0096 0.4775
Cl1 1.2701 -0.5527 -1.8974
C7 1.0496 1.0854 0.0191
O3 1.9414 1.8815 0.0066
H1 0.1894 3.4606 0.2788
H2 -0.8368 3.0426 -1.1369
H3 -1.4312 3.1109 0.6338
H4 -3.1100 -1.1772 -0.6784
H5 -2.0382 -1.6940 -1.9104
H6 -2.1253 -2.5966 -0.4140
H7 0.2099 -2.2820 0.2042
H8 0.4271 -0.4162 2.3094
H9 2.4797 -0.8105 1.5209
H10 3.4533 -0.5067 0.0518
H11 2.6284 -2.0853 0.3102

Atomic partial charges in e from the natural (NBO) method, atoms 1 to 6:
1. C -0.40
2. N -0.50
3. C 0.82
4. O -0.61
5. N -0.47
6. C -0.40



[4]
The following is a DFT calculation (the ωB97M-V functional and the def2-TZVPD basis) of an isolated ion of composition C7H11ClO3P and charge -1 at a distorted geometry.

Values from the calculation:
net charge = -1
frontier orbital gap = 7.795 eV
structure (SMILES) = CC(C)[C@]1(C)O[P@](=O)([O-])C=C1Cl

Element x y z (Å)
C1 -1.2256 1.3153 0.1174
C2 -0.7587 -0.0867 -0.2635
C3 -0.5870 -0.2580 -1.7585
C4 0.7332 -0.2671 0.3792
C5 0.6907 -0.0433 1.8432
O1 1.7190 0.9652 -0.1956
P1 3.2993 0.3975 -0.1063
O2 3.8672 0.3588 1.2757
O3 4.0401 1.2476 -1.0694
C6 2.7792 -1.3478 -0.4819
C7 1.5281 -1.4848 -0.0851
Cl1 0.7466 -3.0297 -0.0676
H1 -0.4620 1.9719 -0.1412
H2 -1.5072 1.1867 1.1685
H3 -2.1062 1.5837 -0.5499
H4 -1.4148 -0.9211 -0.0263
H5 -0.0475 0.6678 -2.0894
H6 -1.5427 -0.2421 -2.1113
H7 0.1009 -1.1841 -2.0619
H8 1.6375 0.0332 2.3117
H9 0.0761 -0.7940 2.2622
H10 0.2534 0.8928 1.9973
H11 3.4120 -2.1910 -0.5757

Atomic partial charges in e from the natural (NBO) method, atoms 1 to 6:
1. C -0.62
2. C -0.24
3. C -0.61
4. C 0.30
5. C -0.67
6. O -0.86



Number 1: HOMO -9.757 eV, E -96501.4540 eV. Number 2: HOMO -5.238 eV, E -81462.4115 eV. Number 3: HOMO -9.837 eV, E -29082.8501 eV. Number 4: HOMO -4.767 eV, E -35393.7375 eV.